No. 1
Computed, not measured: the ion C4H10N with charge +1, with ωB97M-V with the def2-TZVPD basis set.

* multiplicity: 1
* ΔE to the lowest compared entry with this formula, charge and spin: 2.9160 eV
* HOMO level: -13.0 eV
* total charge: +1
* E_LUMO: -3.57 eV
* DFT total energy: -212.81319 Ha
* HOMO-LUMO gap: 9.40 eV

XYZ file:
```
15
Properties=species:S:1:pos:R:3:forces:R:3
C 1.5937 -1.2398 -0.1217 1.7100 1.4854 -0.3718
C 1.4866 0.5773 -0.3229 -1.2699 -5.0425 -0.7556
C 0.1607 0.3673 0.2178 -0.8370 2.9900 0.6692
C -1.0297 0.3982 -0.3982 0.1221 0.0043 0.0465
N -2.2536 0.5240 0.4336 -0.2031 -0.4204 0.1289
H 0.9176 -1.9127 0.4011 -0.5202 0.8820 0.4019
H 2.5523 -1.2553 0.3847 0.2565 -0.7291 -0.3930
H 1.5745 -1.5391 -1.1648 0.4811 -0.2212 0.1083
H 1.5364 0.4779 -1.4003 0.0624 1.1414 -0.0425
H 2.3116 1.0568 0.1690 -0.1956 0.0759 0.4649
H 0.1164 0.4295 1.3065 0.0746 -0.2462 -0.0001
H -1.2576 0.4473 -1.4473 0.1900 0.1013 -0.1495
H -2.1215 0.1454 1.3754 0.0482 -0.0053 -0.0715
H -2.5417 1.4999 0.5447 0.0420 -0.0015 -0.0840
H -3.0458 0.0232 0.0224 0.0389 -0.0140 0.0482
```
Forces are in eV/Å.

---

No. 2
Computed, not measured: a cluster of 2 separate species, C4H10N in total, with ωB97M-V with the def2-TZVPD basis set.

* multiplicity: 1
* ΔE to the lowest compared entry with this formula, charge and spin: 3.3864 eV
* HOMO level: -11.7 eV
* total charge: +1
* E_LUMO: -6.65 eV
* DFT total energy: -212.79591 Ha
* HOMO-LUMO gap: 5.04 eV

XYZ file:
```
15
Properties=species:S:1:pos:R:3:forces:R:3
C -3.0800 -0.6221 -1.6328 -1.5156 -0.5778 -1.2700
N -3.3455 -1.8334 -1.2910 -0.0347 1.0345 -1.0679
H -2.5056 -0.4641 -2.5412 1.2687 0.1733 0.7676
H -3.7231 0.1944 -1.3199 0.0889 -0.1057 0.4015
H -4.2938 -2.0472 -0.9887 0.3841 -0.2320 1.1169
H -2.7905 -2.5725 -1.7098 -0.1607 -0.2834 0.0589
C 2.9128 0.3748 1.7754 -0.9411 -0.4796 -0.3757
C 2.3665 1.3821 0.7789 -1.2613 0.1682 1.2853
C 1.2567 1.0580 0.0879 0.9576 0.3520 1.0939
H 2.9281 0.6651 2.8273 0.2566 0.4359 -0.1974
H 3.8830 -0.0123 1.4680 0.1464 0.1982 0.1158
H 2.2166 -0.4796 1.7263 0.3832 0.0206 0.0802
H 2.6148 2.4363 0.9377 0.8713 -0.3127 -1.0435
H 0.8381 1.6754 -0.6895 -0.3183 0.2071 0.1659
H 0.7220 0.2453 0.5715 -0.1250 -0.5986 -1.1316
```
Forces are in eV/Å.

---

No. 3
Computed, not measured: a cluster of 2 separate species, C4H10N in total, with ωB97M-V with the def2-TZVPD basis set.

* multiplicity: 1
* ΔE to the lowest compared entry with this formula, charge and spin: 6.1881 eV
* HOMO level: -16.7 eV
* total charge: +1
* E_LUMO: -8.80 eV
* DFT total energy: -212.69294 Ha
* HOMO-LUMO gap: 7.93 eV

XYZ file:
```
15
Properties=species:S:1:pos:R:3:forces:R:3
C 0.5034 -0.2290 1.1717 -0.0228 2.5649 2.2285
N -0.7014 0.0321 0.4256 2.3184 -0.9225 0.1916
C -0.2771 0.1497 -0.9378 3.3508 -1.9415 1.6541
C 1.3429 -0.1153 -0.9310 -1.0528 1.6243 -1.9659
C 1.7304 0.4415 0.4685 -1.0994 -2.0465 -1.6621
H 0.7698 -1.3058 1.1154 -0.6388 -0.1460 -0.1742
H 0.5220 0.1145 2.2449 -1.1277 -0.9326 -0.7820
H -5.2038 -0.3332 -0.0257 -0.1287 -0.2181 -1.1430
H -5.1244 -0.2004 0.6699 0.1359 0.2182 1.1414
H -0.6690 -0.7316 -1.4921 -1.2745 1.2990 -0.3609
H -0.4194 1.2276 -1.1625 -0.8012 -0.3804 -0.5314
H 1.6595 0.5296 -1.7831 0.3665 -0.6746 0.5988
H 1.5263 -1.2010 -1.2428 0.0619 1.4202 1.0737
H 2.6635 0.1107 0.9030 0.0811 -0.3429 -0.0047
H 1.6772 1.5106 0.5760 -0.1687 0.4785 -0.2638
```
Forces are in eV/Å.

---

No. 4
Computed, not measured: a cluster of 2 separate species, C4H10N in total, with ωB97M-V with the def2-TZVPD basis set.

* multiplicity: 1
* ΔE to the lowest compared entry with this formula, charge and spin: 3.6245 eV
* HOMO level: -13.2 eV
* total charge: +1
* E_LUMO: -6.57 eV
* DFT total energy: -212.78716 Ha
* HOMO-LUMO gap: 6.66 eV

XYZ file:
```
15
Properties=species:S:1:pos:R:3:forces:R:3
C 0.6042 -1.9895 0.9455 -0.4192 -1.5040 0.6921
N -0.5540 -1.5033 1.2214 0.6916 0.4010 0.4454
H 1.3239 -2.1555 1.7451 -0.4408 -0.3634 0.2847
H 0.8210 -2.5526 0.0430 0.2547 1.4669 -0.9988
H -1.0708 -0.8329 0.6415 -0.3533 -0.8709 -0.7374
H -0.8743 -1.5765 2.1830 0.3901 0.9602 0.3068
C 0.0252 0.7276 -1.7631 -2.0883 -0.7792 0.4500
C -0.5933 1.2834 -0.4766 1.3526 -0.5819 -0.1211
C 0.2617 1.8095 0.4103 -0.1718 0.5121 0.2208
H -0.7833 0.2329 -2.3280 0.1209 1.1536 -0.6773
H 0.6057 1.4859 -2.2695 0.2177 -0.3611 -0.4564
H 0.5271 -0.2182 -1.5346 1.0461 0.5229 0.2255
H -1.6625 1.1022 -0.3634 0.1604 -0.1213 0.6426
H 0.1730 1.9322 1.4861 -0.8872 0.4192 -0.1642
H 1.1966 2.2548 0.0592 0.1265 -0.8539 -0.1128
```
Forces are in eV/Å.

---

No. 5
Computed, not measured: the molecule C4H10N2, with ωB97M-V with the def2-TZVPD basis set.

* multiplicity: 1
* ΔE to the lowest compared entry with this formula, charge and spin: 4.1508 eV
* HOMO level: -8.2 eV
* E_LUMO: 0.33 eV
* DFT total energy: -267.77279 Ha
* HOMO-LUMO gap: 8.52 eV

XYZ file:
```
16
Properties=species:S:1:pos:R:3:forces:R:3
C -1.2942 -0.9835 0.4490 1.1331 0.6820 -0.3232
C -0.1571 -0.0037 0.0315 -0.5205 -1.4824 -1.9269
C 1.2623 -0.5256 -0.1479 -1.0888 0.8927 -0.6827
C 2.0207 1.7640 -0.1363 1.2451 -0.2380 -0.3978
N 2.1925 0.5828 -0.6146 -0.2710 -0.5262 4.3082
N -2.5273 -0.4627 -0.1155 0.1073 -0.9326 1.4218
H -1.2271 -0.9910 1.5450 -0.6736 -0.3028 0.0290
H -1.1184 -2.0035 0.0911 0.0329 0.1223 0.0055
H -0.3510 0.1567 -1.0422 -0.8074 1.5735 0.6278
H -0.1732 0.7815 0.8140 0.0509 0.1907 -1.2128
H 1.5090 -1.2140 -0.9296 -1.1232 -1.1242 -0.3078
H 1.2912 -1.0562 0.8286 2.4163 0.6758 -0.1094
H 2.9483 2.1084 0.3490 0.0437 1.2325 -1.1512
H 1.1625 2.4838 -0.1144 -0.0815 -1.2446 0.5571
H -3.0505 -1.1410 -0.6374 -0.1519 0.5924 -0.3169
H -2.4876 0.5040 -0.3703 -0.3113 -0.1112 -0.5207
```
Forces are in eV/Å.

---

No. 6
Computed, not measured: the molecule C4H10N2, with ωB97M-V with the def2-TZVPD basis set.

* multiplicity: 1
* ΔE to the lowest compared entry with this formula, charge and spin: 3.9314 eV
* HOMO level: -8.9 eV
* E_LUMO: 1.05 eV
* DFT total energy: -267.78085 Ha
* HOMO-LUMO gap: 9.98 eV

XYZ file:
```
16
Properties=species:S:1:pos:R:3:forces:R:3
C -1.0605 0.1461 -1.0111 -1.3283 -1.9061 -0.7694
C 0.0004 0.3872 0.0035 -1.3261 -0.4031 -0.2705
C 0.7883 1.6260 -0.2341 3.7608 -0.8102 3.7881
C -0.3154 -0.0265 1.3857 4.2285 2.3027 4.0440
N 0.1746 -0.6811 -0.9952 -0.4306 -2.2383 0.0267
N -0.0278 -2.2835 -0.5430 0.3215 3.6044 -1.3556
H -2.0762 -0.3833 -0.7088 2.3112 1.2578 -0.6678
H -1.0090 0.6891 -1.9798 -0.7232 0.0010 1.0066
H 1.8560 1.6084 0.3655 -2.1487 -0.5029 -1.4960
H 0.4052 2.4799 0.2904 -0.9477 0.5889 -0.4942
H 1.0366 1.6928 -1.2414 0.1699 0.7129 -1.7249
H 0.6382 -0.5451 1.9230 -1.7912 1.1352 -1.3604
H -1.0584 -0.6946 1.5548 -2.4540 -2.0124 -0.1538
H -0.5139 0.8542 2.1596 0.3244 -1.4432 -1.9483
H 0.5389 -2.1943 0.2739 0.4957 -0.5191 0.9936
H 0.6231 -2.6751 -1.2432 -0.4622 0.2323 0.3820
```
Forces are in eV/Å.

---

No. 7
Computed, not measured: a cluster of 2 separate species, C4H10N2 in total, with ωB97M-V with the def2-TZVPD basis set.

* multiplicity: 1
* ΔE to the lowest compared entry with this formula, charge and spin: 4.2051 eV
* HOMO level: -8.3 eV
* E_LUMO: 0.67 eV
* DFT total energy: -267.77079 Ha
* HOMO-LUMO gap: 8.94 eV

XYZ file:
```
16
Properties=species:S:1:pos:R:3:forces:R:3
C 2.6866 -0.2077 0.0017 1.1017 1.4540 0.9863
C 0.3677 -0.3416 -0.0303 2.7220 -1.9514 -0.0549
C -1.3339 1.3728 0.0172 0.6141 0.6565 -0.3605
C -2.0000 -1.0938 0.0364 -0.5200 0.5036 1.5041
H 3.2533 0.3644 -0.7847 -0.0281 -0.8699 0.8690
H 3.1990 -0.0818 1.0331 -0.5127 -0.1686 -1.7349
H 2.6332 -1.2621 -0.2347 0.1015 -0.4596 -0.1722
H 0.5260 -1.4753 -0.0838 -0.0476 1.1559 0.0396
H -2.3925 1.4102 -0.2399 0.0388 0.1876 0.2003
H -1.1453 2.0093 1.0240 -0.1446 -2.1236 -2.0210
H -0.7807 1.8590 -0.8202 -0.3692 0.1937 0.8777
H -1.3715 -2.0331 0.6537 -2.5536 2.2712 -2.3825
H -2.9346 -0.5315 1.0159 2.7853 -2.0461 -3.2776
H -2.5813 -1.2526 -1.1551 1.6390 -0.0493 4.1425
N 1.4058 0.4350 0.0521 -2.9525 -0.5207 -0.0432
N -0.9384 -0.0613 -0.1319 -1.8742 1.7666 1.4274
```
Forces are in eV/Å.